A cluster of 4 separate species, H8O4 in total in a non-equilibrium geometry. Source: OMol25; level of theory: wB97M-V/def2-TZVPD.

```
! RIJCOSX wB97M-V def2-TZVPD def2/J DEFGRID3
* xyz 0 1
O 0.433 1.350 1.524
H 1.134 0.906 0.973
H 0.201 0.662 2.250
O -2.299 -0.326 1.387
H -2.646 0.578 1.673
H -2.933 -0.700 0.754
O 3.069 1.383 -1.237
H 2.319 0.616 -1.446
H 3.365 1.454 -2.112
O -0.436 -1.883 -1.112
H -1.226 -1.681 -0.648
H -0.982 -2.358 -2.005
*
```

Properties
* energy relative to the best compared isomer or geometry (same formula, charge and spin): 2.370 eV
* structure (SMILES): O.O.O.O
* E_LUMO: 0.011 hartree